[1]
Computed, not measured: 2 unconnected molecules or ions with the total composition C5H13BO3S in a non-equilibrium geometry, with ωB97M-V/def2-TZVPD.

## Properties
- Orbital gap: 9.38 eV
- SMILES: C=C(C)B(O)OCCO.S
- Net charge: 0

Geometry (Å):
C: 3.02 0.38 -0.50
C: 1.87 0.58 0.12
C: 1.66 1.05 1.51
B: 0.54 0.34 -0.68
O: 0.76 -0.37 -1.79
O: -0.60 0.66 -0.15
C: -1.80 0.80 -0.83
C: -2.65 -0.46 -0.95
O: -1.99 -1.52 -1.58
H: 3.05 -0.01 -1.46
H: 3.98 0.40 -0.08
H: 2.14 0.24 2.18
H: 0.64 1.26 1.72
H: 2.14 1.92 1.73
H: -0.01 -0.73 -2.19
H: -2.17 1.82 -0.36
H: -1.51 1.09 -1.92
H: -3.72 -0.25 -1.53
H: -3.00 -0.78 0.12
H: -1.81 -2.28 -0.89
S: 0.03 -1.95 2.76
H: 0.09 -0.65 3.20
H: -0.69 -1.54 1.58

[2]
Computed, not measured: a molecular structure, C5H13Br2MnN2O5 in a non-equilibrium geometry, with ωB97M-V/def2-TZVPD.

## Properties
- Orbital gap (spin up / spin down): 5.53 / 5.54 eV
- Net charge: +1
- Multiplicity: 6

Geometry (Å):
Mn: -2.52 -0.17 -3.83
C: -1.13 -1.00 -1.10
O: -1.56 -0.90 -2.43
H: -2.00 -1.02 -0.44
H: -0.45 -1.82 -0.86
H: -0.58 -0.07 -0.87
Br: -0.10 0.27 3.62
C: 1.03 1.20 2.34
C: 1.78 0.16 1.55
Br: 2.85 1.00 0.15
H: 1.68 1.89 2.86
H: 0.41 1.78 1.65
H: 1.06 -0.47 1.04
H: 2.44 -0.47 2.13
C: -3.13 2.43 1.30
N: -3.52 1.00 1.13
O: -3.84 0.62 0.02
O: -3.56 0.36 2.14
H: -2.05 2.41 1.45
H: -3.56 2.80 2.22
H: -3.54 3.02 0.50
C: 2.29 -1.88 -1.74
N: 3.61 -1.88 -2.49
O: 4.61 -1.61 -1.87
O: 3.53 -2.06 -3.68
H: 2.60 -1.21 -0.94
H: 2.10 -2.91 -1.44
H: 1.56 -1.47 -2.42

[3]
Computed, not measured: 2 unconnected molecules or ions with the total composition C5H13BrN in a non-equilibrium geometry, with ωB97M-V/def2-TZVPD.

## Properties
- Orbital gap (spin up / spin down): 8.13 / 8.90 eV
- Energy relative to the best compared isomer or geometry (same formula, charge and spin): 113.26 kcal per mole
- Net charge: +1

Geometry (Å):
C: 1.92 0.58 -0.70
C: -1.75 2.37 0.08
C: 0.43 -2.57 0.47
C: 1.09 -0.27 0.19
C: -1.58 0.96 0.70
N: 0.56 -1.37 -0.44
Br: -2.35 -0.48 -0.24
H: 2.62 1.07 0.01
H: 1.36 1.41 -1.17
H: 2.43 0.03 -1.51
H: -1.92 2.99 0.92
H: -2.45 2.54 -0.70
H: -0.83 2.56 -0.50
H: 1.39 -2.71 0.99
H: -0.26 -2.12 1.25
H: -0.11 -3.34 -0.13
H: 0.55 0.15 0.96
H: -1.66 0.93 1.79
H: 1.01 -1.53 -1.34
H: -0.45 -1.18 -0.61

[4]
Computed, not measured: a single C5H13BrSi molecule in a non-equilibrium geometry, with ωB97M-V/def2-TZVPD.

## Properties
- Orbital gap: 9.93 eV
- SMILES: CC[Si](C)(Br)CC
- Energy relative to the best compared isomer or geometry (same formula, charge and spin): 23.53 kcal per mole
- Net charge: 0

Geometry (Å):
C: -1.66 -0.75 1.48
C: -0.71 -1.45 0.51
Si: -0.10 -0.32 -0.88
C: -1.45 0.66 -1.78
Br: 1.01 -1.62 -2.34
C: 1.43 1.24 -0.18
C: 2.47 0.59 0.71
H: -1.16 0.08 1.98
H: -2.53 -0.36 0.96
H: -2.00 -1.45 2.25
H: -1.23 -2.31 0.08
H: 0.14 -1.86 1.06
H: -1.67 1.58 -1.25
H: -1.14 0.93 -2.79
H: -2.38 0.10 -1.86
H: 1.87 1.64 -1.09
H: 0.87 2.00 0.34
H: 2.98 -0.22 0.19
H: 3.23 1.33 1.00
H: 2.03 0.20 1.62

[5]
Computed, not measured: a molecular structure, C5H13Cl2CrMg in a non-equilibrium geometry, with ωB97M-V/def2-TZVPD.

## Properties
- Orbital gap (spin up / spin down): 5.06 / 5.09 eV
- Energy relative to the best compared isomer or geometry (same formula, charge and spin): 0.00 kcal per mole
- Net charge: -2
- Multiplicity: 4

Geometry (Å):
Cr: -1.09 -0.24 0.97
Cl: -0.61 -1.40 2.75
C: -1.80 1.48 1.80
H: -2.65 1.89 1.22
H: -1.00 2.24 1.86
H: -2.15 1.24 2.82
Mg: 1.70 0.20 -1.38
C: 2.42 -1.65 -2.14
C: 2.99 1.28 -0.10
C: -0.42 0.33 -0.99
H: 2.99 2.34 -0.40
H: 2.60 1.17 0.92
H: 4.00 0.87 -0.17
H: 2.13 -1.76 -3.19
H: 3.51 -1.69 -2.04
H: 1.96 -2.45 -1.54
H: -0.70 1.39 -1.20
H: -0.95 -0.25 -1.79
Cl: -3.84 -0.50 -0.52
C: -2.90 -1.18 0.79
H: -3.46 -1.08 1.74
H: -2.73 -2.24 0.59

[6]
Computed, not measured: a molecular structure, C5H13ClI2IrO2P in a non-equilibrium geometry, with ωB97M-V/def2-TZVPD.

## Properties
- Orbital gap (spin up / spin down): 7.86 / 5.48 eV
- Energy relative to the best compared isomer or geometry (same formula, charge and spin): 0.00 kcal per mole
- Net charge: +3
- Multiplicity: 6

Geometry (Å):
I: 1.38 3.19 -2.94
I: 2.91 3.21 -0.65
Ir: -0.22 0.60 0.63
P: 0.37 -1.01 -0.65
C: 1.65 -2.02 0.10
C: -0.99 -2.18 -0.92
H: 0.20 0.09 -2.77
H: 1.29 -1.34 -2.85
H: 1.82 0.22 -2.11
C: 0.98 -0.47 -2.25
H: -1.85 -1.66 -1.36
H: -0.66 -3.00 -1.57
H: 1.91 -2.85 -0.55
H: 1.26 -2.38 1.06
H: -1.30 -2.57 0.06
H: 2.51 -1.38 0.30
C: 1.05 0.39 1.98
O: 1.77 0.11 2.86
Cl: -1.77 1.09 -1.12
C: -2.41 1.80 2.21
O: -1.18 2.10 1.51
H: -3.20 1.94 1.47
H: -2.44 2.57 2.98
H: -2.43 0.79 2.63
H: -0.66 2.78 1.94

[7]
Computed, not measured: 2 unconnected molecules or ions with the total composition C5H13ClNPS in a non-equilibrium geometry, with ωB97M-V/def2-TZVPD.

## Properties
- Orbital gap (spin up / spin down): 7.54 / 7.54 eV
- Energy relative to the best compared isomer or geometry (same formula, charge and spin): 56.12 kcal per mole
- Net charge: 0

Geometry (Å):
C: -0.20 2.18 -1.20
C: -1.53 2.04 0.97
C: 0.65 -2.62 1.02
C: 0.36 -1.84 -1.21
C: -0.73 1.20 -0.12
N: 0.20 -1.46 0.21
P: 0.58 0.12 0.73
S: 0.71 0.44 2.64
Cl: 3.13 0.05 -0.70
H: 0.37 3.04 -0.88
H: 0.33 1.69 -1.99
H: -1.13 2.48 -1.58
H: -2.24 1.15 1.26
H: -1.98 2.82 0.40
H: -0.89 2.45 1.80
H: 0.04 -3.50 1.01
H: 1.65 -2.86 0.90
H: 0.83 -2.07 1.96
H: 0.46 -0.92 -1.79
H: 1.33 -2.42 -1.26
H: -0.44 -2.45 -1.51
H: -1.51 0.48 -0.67

[8]
Computed, not measured: 3 unconnected molecules or ions with the total composition C5H13FNO in a non-equilibrium geometry, with ωB97M-V/def2-TZVPD.

## Properties
- Orbital gap: 8.90 eV
- Energy relative to the best compared isomer or geometry (same formula, charge and spin): 34.66 kcal per mole
- Net charge: +1

Geometry (Å):
C: 3.20 -0.87 -0.18
C: 2.06 1.51 0.18
C: -2.30 2.12 -0.05
C: -2.02 0.89 -0.42
C: 2.21 -0.04 0.19
N: -1.11 -2.35 -0.01
O: -2.50 -0.23 0.13
F: 1.04 -0.57 0.42
H: 3.01 -1.97 -0.17
H: 4.01 -0.35 -0.67
H: -1.62 -3.25 -0.14
H: 1.10 1.95 -0.05
H: 2.43 1.91 1.25
H: 2.79 1.93 -0.46
H: -1.94 2.87 -0.68
H: -2.98 2.26 0.85
H: -1.40 0.57 -1.33
H: -0.52 -2.65 0.73
H: -1.82 -1.65 0.33
H: -0.64 -2.06 -0.86
H: -2.99 -0.02 0.94

[9]
Computed, not measured: a single C5H13FNO2P molecule in a non-equilibrium geometry, with ωB97M-V/def2-TZVPD.

## Properties
- Orbital gap: 10.64 eV
- SMILES: C[C@@H]([C@@H](F)CN)[P@](C)(=O)O
- Energy relative to the best compared isomer or geometry (same formula, charge and spin): 10.08 kcal per mole
- Net charge: 0

Geometry (Å):
C: 0.50 1.06 -1.69
C: -0.43 0.17 -0.83
C: -0.40 -1.36 -0.81
F: -0.84 -1.88 -2.02
C: 0.93 -1.84 -0.29
N: 0.97 -2.14 1.11
P: -0.09 0.87 0.91
C: -1.06 2.46 1.16
O: 1.35 1.04 1.15
O: -0.85 -0.17 1.93
H: 0.48 2.00 -1.10
H: 0.09 1.01 -2.76
H: 1.41 0.64 -1.64
H: -1.44 0.41 -0.89
H: -1.07 -1.62 -0.04
H: 1.19 -2.73 -0.91
H: 1.86 -1.12 -0.43
H: 0.34 -3.05 1.06
H: 1.84 -2.54 1.30
H: -0.30 3.18 1.58
H: -1.35 2.98 0.31
H: -2.02 2.16 1.66
H: -0.11 -0.74 2.13

[10]
Computed, not measured: 2 unconnected molecules or ions with the total composition C5H13FSi in a non-equilibrium geometry, with ωB97M-V/def2-TZVPD.

## Properties
- Orbital gap (spin up / spin down): 8.05 / 7.48 eV
- Energy relative to the best compared isomer or geometry (same formula, charge and spin): 111.80 kcal per mole
- Net charge: 0

Geometry (Å):
C: 3.72 0.66 -0.13
C: -2.71 -0.20 -1.57
C: -2.43 -0.87 1.63
C: 2.15 0.75 -0.18
C: 1.52 -0.57 0.04
F: -2.15 1.58 0.52
Si: -1.91 0.04 0.11
H: 4.17 0.59 0.95
H: 3.94 -0.20 -0.59
H: 4.27 1.54 -0.63
H: -2.13 0.14 -2.31
H: -2.93 -1.30 -1.83
H: -3.58 0.32 -1.67
H: -2.27 -1.96 1.75
H: -2.02 -0.50 2.48
H: -3.53 -0.91 1.91
H: 2.04 1.58 0.46
H: 1.74 1.23 -1.22
H: 1.08 -0.81 0.97
H: 1.02 -1.12 -0.69